{"formula": "C5H8N2", "method": "wB97M-V/def2-TZVPD", "total_energy_ha": -304.81493, "relative_energy_kcal_mol": 12.9, "homo_ev": -9.01, "e_lumo_ev": 1.07, "orbital_gap_ev": 10.08, "species": ["C", "C", "C", "C", "N", "C", "N", "H", "H", "H", "H", "H", "H", "H", "H"], "coordinates": [[-2.40, -0.62, 0.13], [-1.04, -0.05, -0.10], [-0.63, 1.31, -0.22], [0.73, 1.25, -0.34], [1.08, -0.06, -0.30], [2.34, -0.60, 0.16], [0.01, -0.86, -0.13], [-3.07, -0.47, -0.72], [-2.88, -0.17, 1.01], [-2.30, -1.69, 0.31], [-1.25, 2.19, -0.18], [1.47, 2.03, -0.48], [3.16, 0.06, -0.11], [2.49, -1.59, -0.28], [2.29, -0.71, 1.25]], "lowdin_charge": [-0.049, -0.363, -0.035, -0.088, -0.225, -0.035, 0.102, 0.074, 0.075, 0.072, 0.097, 0.116, 0.085, 0.085, 0.088]}



{"formula": "C4H13N2", "method": "wB97M-V/def2-TZVPD", "total_energy_ha": -269.46039, "charge": 1, "relative_energy_kcal_mol": 25.3, "homo_ev": -12.71, "e_lumo_ev": -3.60, "orbital_gap_ev": 9.11, "species": ["C", "N", "C", "C", "C", "N", "H", "H", "H", "H", "H", "H", "H", "H", "H", "H", "H", "H", "H"], "coordinates": [[2.04, 1.32, -0.09], [1.45, 0.24, 0.67], [0.04, 0.27, 0.85], [-0.71, -0.16, -0.44], [-0.29, -1.53, -0.92], [-2.16, -0.22, -0.05], [1.62, 2.33, 0.11], [3.10, 1.38, 0.11], [1.95, 1.13, -1.17], [1.95, -0.01, 1.50], [-0.36, 1.27, 1.11], [-0.26, -0.40, 1.65], [-0.64, 0.57, -1.23], [-0.56, -2.34, -0.24], [0.79, -1.58, -1.05], [-0.71, -1.78, -1.90], [-2.46, 0.72, 0.24], [-2.78, -0.50, -0.81], [-2.29, -0.87, 0.73]], "lowdin_charge": [-0.104, -0.118, -0.226, -0.327, -0.038, 0.211, 0.088, 0.089, 0.082, 0.123, 0.129, 0.133, 0.151, 0.096, 0.094, 0.092, 0.172, 0.178, 0.174]}



{"formula": "C15H31CaF5OP2Te", "method": "wB97M-V/def2-TZVPD", "total_energy_ha": -2793.00306, "relative_energy_kcal_mol": 0.0, "homo_ev": -6.69, "e_lumo_ev": -0.76, "orbital_gap_ev": 5.93, "species": ["P", "P", "C", "C", "H", "H", "H", "H", "C", "H", "H", "H", "C", "H", "H", "H", "C", "H", "H", "H", "C", "H", "H", "H", "Ca", "C", "C", "C", "C", "C", "C", "C", "C", "C", "H", "H", "H", "H", "H", "H", "H", "H", "H", "H", "H", "H", "H", "H", "H", "F", "Te", "F", "F", "F", "F", "O"], "coordinates": [[-4.95, 4.07, -2.11], [-2.72, 4.32, -4.40], [-5.11, 5.46, -3.37], [-4.38, 5.15, -4.68], [-4.70, 6.36, -2.89], [-6.18, 5.62, -3.55], [-4.97, 4.46, -5.31], [-4.20, 6.07, -5.25], [-1.65, 5.81, -4.48], [-0.60, 5.47, -4.52], [-1.79, 6.40, -3.57], [-1.88, 6.42, -5.36], [-2.45, 3.69, -6.10], [-2.59, 4.48, -6.85], [-3.16, 2.87, -6.28], [-1.43, 3.29, -6.15], [-5.49, 5.01, -0.63], [-5.60, 4.29, 0.20], [-6.44, 5.54, -0.80], [-4.70, 5.73, -0.37], [-6.54, 3.19, -2.47], [-6.44, 2.67, -3.43], [-7.38, 3.89, -2.49], [-6.69, 2.45, -1.67], [0.46, -0.48, -0.10], [-0.17, 0.67, -2.34], [0.35, 1.74, -1.67], [-0.45, 2.92, -1.17], [-0.99, 2.84, 0.30], [-1.55, 1.52, 0.76], [-2.24, 0.69, 0.00], [-2.64, 0.94, -1.44], [-1.65, 0.44, -2.54], [-0.21, -1.22, 2.03], [0.49, -0.09, -2.78], [1.44, 1.82, -1.54], [-1.28, 3.20, -1.83], [0.24, 3.78, -1.17], [-0.18, 3.08, 1.00], [-1.68, 3.70, 0.39], [-1.47, 1.36, 1.85], [-2.70, -0.21, 0.45], [-2.90, 1.99, -1.66], [-3.58, 0.39, -1.62], [-1.78, -0.65, -2.65], [-2.03, 0.85, -3.49], [0.06, -2.27, 1.83], [-1.24, -1.16, 2.40], [0.50, -0.75, 2.72], [2.65, -3.04, -0.89], [3.56, -2.01, 0.44], [2.24, -2.73, 1.62], [4.90, -1.45, -0.76], [4.64, -3.51, 0.88], [4.28, -1.05, 1.89], [2.53, -0.54, 0.05]], "lowdin_charge": [0.806, 0.798, -0.444, -0.444, 0.074, 0.073, 0.074, 0.073, -0.313, 0.032, 0.032, 0.038, -0.327, 0.041, 0.031, 0.032, -0.324, 0.033, 0.041, 0.030, -0.311, 0.032, 0.038, 0.033, 1.295, -0.184, -0.137, -0.181, -0.164, -0.156, -0.150, -0.188, -0.180, -0.359, 0.117, 0.119, 0.069, 0.115, 0.110, 0.122, 0.115, 0.116, 0.045, 0.112, 0.109, 0.114, -0.076, -0.062, -0.050, -0.399, 1.850, -0.387, -0.370, -0.353, -0.367, -0.791]}